# 1
The following is a DFT calculation (ωB97M-V/def2-TZVPD) of a structure of composition C34H56BeN6O14P2S2 at a distorted geometry.

Output
Energy (eV): -114424.4746
LUMO energy (Ha): -0.1106
Kohn-Sham gap (eV): 4.52

Cartesian coordinates (Å):
Be1 2.69 1.04 -0.04
S1 0.01 0.14 -0.18
O1 -1.22 0.80 0.22
O2 -0.27 -1.17 -0.79
O3 0.73 0.95 -1.22
O4 0.97 0.03 0.95
C1 1.07 -1.59 -4.74
C2 0.34 -0.26 -5.00
C3 1.12 0.91 -4.37
S2 2.64 0.14 -3.66
O5 3.05 0.81 -2.44
O6 3.62 -0.10 -4.69
C4 1.81 -1.44 -3.42
H1 1.83 -1.90 -5.46
H2 0.32 -2.37 -4.73
H3 -0.69 -0.29 -4.63
H4 0.14 -0.06 -6.05
H5 0.62 1.19 -3.45
H6 1.48 1.73 -4.99
H7 1.14 -1.46 -2.57
H8 2.55 -2.21 -3.17
C5 1.89 -2.99 1.35
O7 3.32 -3.06 1.17
P1 3.93 -2.55 -0.19
O8 3.51 -1.19 -0.59
O9 5.47 -2.70 0.13
C6 6.43 -2.13 -0.74
O10 3.62 -3.66 -1.27
C7 3.90 -5.03 -0.94
H9 1.67 -2.29 2.16
H10 1.49 -3.96 1.63
H11 1.38 -2.58 0.48
H12 7.10 -2.82 -1.27
H13 7.04 -1.41 -0.19
H14 5.93 -1.58 -1.54
H15 4.78 -5.14 -0.31
H16 3.99 -5.63 -1.84
H17 3.06 -5.50 -0.43
C8 3.77 3.66 4.32
O11 3.13 4.51 3.36
P2 2.09 3.89 2.33
O12 2.48 2.73 1.52
O13 0.88 3.65 3.32
C9 -0.27 2.92 2.81
O14 1.69 5.16 1.50
C10 1.20 6.37 2.04
H18 3.78 4.11 5.31
H19 4.82 3.56 4.04
H20 3.37 2.65 4.36
H21 0.00 2.03 2.24
H22 -0.86 3.64 2.24
H23 -0.89 2.56 3.62
H24 0.33 6.72 1.49
H25 1.96 7.16 2.02
H26 0.94 6.18 3.08
N1 -0.60 -3.56 -2.13
C11 0.37 -4.49 -2.36
C12 -0.26 -5.67 -2.66
C13 -1.65 -5.47 -2.59
C14 -1.83 -4.13 -2.32
H27 -0.42 -2.63 -1.76
H28 1.42 -4.27 -2.25
H29 0.29 -6.60 -2.74
H30 -2.48 -6.15 -2.65
H31 -2.73 -3.58 -2.15
N2 -2.01 -2.43 0.91
C15 -3.17 -1.94 1.40
C16 -3.77 -2.93 2.14
C17 -2.95 -4.08 2.02
C18 -1.87 -3.77 1.23
H32 -1.36 -1.95 0.29
H33 -3.47 -0.91 1.25
H34 -4.68 -2.96 2.72
H35 -3.17 -5.04 2.46
H36 -1.00 -4.29 0.87
N3 -0.41 3.25 -2.03
C19 -0.77 3.91 -3.17
C20 -1.61 4.94 -2.84
C21 -1.74 4.92 -1.43
C22 -0.91 3.94 -0.95
H37 0.01 2.32 -1.95
H38 -0.49 3.56 -4.15
H39 -2.13 5.54 -3.57
H40 -2.46 5.49 -0.86
H41 -0.80 3.47 0.02
N4 -3.09 1.13 -1.91
C23 -3.33 -0.18 -2.29
C24 -4.47 -0.15 -3.05
C25 -4.90 1.18 -3.19
C26 -3.93 1.96 -2.58
H42 -2.27 1.47 -1.42
H43 -2.72 -0.97 -1.90
H44 -4.94 -0.96 -3.59
H45 -5.69 1.57 -3.82
H46 -3.90 3.02 -2.43
N5 0.29 -0.69 3.51
C27 -0.45 -1.61 4.21
C28 -0.11 -1.51 5.54
C29 0.75 -0.40 5.63
C30 0.98 0.13 4.39
H47 0.33 -0.61 2.50
H48 -1.11 -2.26 3.65
H49 -0.38 -2.19 6.33
H50 1.15 0.04 6.53
H51 1.44 1.07 4.14
N6 -3.07 1.77 1.89
C31 -3.95 2.78 1.57
C32 -4.69 3.11 2.66
C33 -4.15 2.39 3.76
C34 -3.18 1.58 3.24
H52 -2.37 1.35 1.28
H53 -3.99 3.15 0.55
H54 -5.48 3.85 2.73
H55 -4.51 2.37 4.77
H56 -2.48 0.97 3.80

Here are the Mulliken charges for atoms 1 to 2, given in e: 1.320, 0.921

=====

# 2
The following is a DFT calculation (ωB97M-V/def2-TZVPD) of a cluster of 4 separate species, C34H56BrF4NO7S in total at a distorted geometry.

Output
SMILES string: C[C@H](C[C@]1(OC#N)OC(=O)[C@@](Br)(S(=O)(=O)C(F)(F)F)[C@@]1(O)F)OCc1ccccc1.CCCCCC.CCCCCC.CCCCCC
Energy (eV): -143725.6471
LUMO energy (Ha): -0.0469
Kohn-Sham gap (eV): 7.55

Cartesian coordinates (Å):
C1 0.66 -6.93 -1.19
C2 -0.66 -6.15 -1.77
C3 -1.89 -7.16 -1.52
C4 -3.34 -6.55 -1.84
O1 -3.81 -6.39 -3.20
C5 -3.21 -7.30 -4.10
N1 -2.49 -7.99 -4.80
O2 -3.32 -5.15 -1.38
C6 -4.63 -4.59 -1.54
O3 -5.02 -3.49 -1.98
C7 -5.56 -5.80 -0.97
Br1 -5.92 -5.12 0.90
S1 -7.23 -6.00 -1.76
O4 -8.02 -7.16 -1.18
O5 -8.02 -4.74 -1.41
C8 -7.18 -6.07 -3.62
F1 -6.26 -5.14 -4.22
F2 -6.82 -7.37 -4.09
F3 -8.48 -5.67 -4.07
C9 -4.56 -7.11 -0.89
O6 -4.25 -7.12 0.53
F4 -5.22 -8.32 -1.29
O7 -0.36 -5.87 -3.15
C10 -0.94 -4.63 -3.61
C11 -0.32 -3.30 -2.95
C12 1.18 -3.25 -2.55
C13 1.72 -1.95 -1.87
C14 0.71 -0.79 -1.61
C15 -0.81 -0.81 -2.02
C16 -1.34 -2.11 -2.71
H1 0.81 -6.72 -0.05
H2 1.56 -6.44 -1.72
H3 0.65 -8.05 -1.42
H4 -0.78 -5.24 -1.09
H5 -1.89 -7.39 -0.38
H6 -1.68 -8.18 -2.03
H7 -4.56 -7.97 0.92
H8 -2.08 -4.55 -3.52
H9 -0.71 -4.56 -4.74
H10 1.83 -4.16 -2.75
H11 2.83 -1.93 -1.56
H12 1.10 0.14 -1.08
H13 -1.51 0.07 -1.84
H14 -2.45 -2.23 -3.03
C17 -3.76 -1.63 0.38
C18 -3.45 -2.11 1.79
C19 -4.63 -1.94 2.75
C20 -5.09 -0.50 2.98
C21 -4.01 0.45 3.51
C22 -3.47 0.05 4.88
H15 -3.98 -0.56 0.36
H16 -2.89 -1.80 -0.27
H17 -4.61 -2.17 -0.04
H18 -2.57 -1.59 2.17
H19 -3.18 -3.17 1.75
H20 -4.37 -2.40 3.71
H21 -5.48 -2.52 2.37
H22 -5.93 -0.51 3.69
H23 -5.49 -0.09 2.05
H24 -4.44 1.45 3.59
H25 -3.18 0.52 2.80
H26 -4.28 0.02 5.62
H27 -2.73 0.78 5.22
H28 -2.99 -0.93 4.85
C23 1.00 3.12 -1.80
C24 2.21 3.13 -0.87
C25 1.83 3.14 0.61
C26 1.03 4.36 1.08
C27 1.71 5.71 0.84
C28 3.02 5.86 1.59
H29 0.39 4.01 -1.68
H30 1.33 3.08 -2.84
H31 0.38 2.24 -1.61
H32 2.84 3.99 -1.11
H33 2.81 2.24 -1.07
H34 2.74 3.05 1.21
H35 1.24 2.24 0.83
H36 0.83 4.25 2.15
H37 0.05 4.37 0.58
H38 1.03 6.50 1.16
H39 1.88 5.87 -0.23
H40 2.87 5.76 2.67
H41 3.45 6.86 1.41
H42 3.76 5.12 1.28
C29 10.01 6.96 1.42
C30 9.33 8.15 2.10
C31 7.98 7.79 2.72
C32 6.91 7.31 1.74
C33 6.57 8.29 0.61
C34 6.00 9.61 1.11
H43 9.41 6.58 0.58
H44 10.98 7.27 1.01
H45 10.17 6.15 2.13
H46 9.21 8.97 1.38
H47 9.99 8.52 2.89
H48 7.61 8.66 3.27
H49 8.14 7.00 3.47
H50 5.99 7.09 2.31
H51 7.22 6.36 1.30
H52 5.84 7.82 -0.05
H53 7.46 8.49 0.00
H54 5.08 9.44 1.69
H55 5.75 10.26 0.27
H56 6.71 10.15 1.75

Here are the Mulliken charges for atoms 1 to 2, given in e: -1.301, 0.580

=====

> Among the records above, which one has the lowest LUMO energy?

C34H56BeN6O14P2S2

=====

> The highest LUMO energy belongs to which entry?

C34H56BrF4NO7S

=====

> Look up the Kohn-Sham gap of the second one.

7.55 eV

=====

> Look up the Kohn-Sham gap of the first one.

4.52 eV